No. 1
Computed, not measured: 2 unconnected molecules or ions with the total composition C5H13NO at a distorted geometry, with ωB97M-V/def2-TZVPD.

The geometry in XYZ format:
```
20
Properties=species:S:1:pos:R:3
O -2.318 2.694 -4.405
N 0.906 1.023 -1.920
C 0.239 1.014 -0.657
C 0.553 -1.033 2.500
C 0.682 0.172 0.264
C 0.366 -2.391 1.809
C 0.157 0.213 1.693
H -0.905 0.426 1.793
H 0.946 -2.589 0.923
H -0.639 1.638 -0.601
H 0.566 -3.163 2.543
H 0.868 1.801 -2.552
H 1.286 -0.703 0.060
H 0.836 0.185 -2.479
H -0.677 -2.563 1.512
H 1.633 -1.005 2.651
H -3.270 2.577 -4.255
H 0.079 -1.078 3.467
H 0.727 1.013 2.140
H -2.037 1.770 -4.484
```

As for the total charge: 0. Its total energy is -8932.1553 eV. For the gap between HOMO and LUMO, the calculation gives 8.9 eV. Its SMILES is CCC/C=C/N.O. For the LUMO energy, the calculation gives 0.74 eV. As for the largest force on an atom: 2.378 eV/A. For the highest occupied orbital energy, the calculation gives -8.2 eV. The relative energy (zero: lowest compared OMol25 entry of this formula, charge and spin) comes out at 42.8 kcal/mol.

natural (NBO) atomic charge list, values in e, 4 entries:
1. O -0.9312
2. N -0.8690
3. C -0.0232
4. C -0.3876

***

No. 2
Computed, not measured: a molecular structure, C18H17Cl3GeN5O3Pd at a distorted geometry, with ωB97M-V/def2-TZVPD.

The geometry in XYZ format:
```
48
Properties=species:S:1:pos:R:3
Pd -0.273 -0.036 0.273
Ge -1.385 2.733 -0.150
Cl -2.601 3.660 -1.785
Cl -2.741 0.612 -0.115
Cl -2.445 3.799 1.591
O -0.430 0.850 -2.068
O 0.558 -1.503 1.635
O 1.678 1.678 2.121
N -1.088 2.052 4.197
N 0.770 -1.073 -2.487
N 0.842 -1.204 -1.210
N -2.701 0.733 3.119
N -0.506 0.953 2.315
C 0.219 -0.770 -5.244
C -0.089 -0.639 -6.588
C 1.501 -2.306 1.583
C -1.470 1.245 3.193
C -0.948 0.368 -7.007
C -0.333 0.117 -4.323
C 2.048 -2.876 2.804
C 3.024 -3.801 2.757
C 1.738 -2.233 -0.912
C -1.501 1.250 -6.087
C -1.985 2.712 5.112
C 2.091 -2.735 0.306
C -0.036 0.038 -2.884
C -1.195 1.131 -4.744
C 0.609 1.672 2.687
C 3.579 -4.253 1.502
C 3.134 -3.747 0.341
C 0.263 2.494 3.925
H -2.171 2.032 -6.418
H 0.886 -1.548 -4.905
H -1.412 3.070 5.966
H 2.231 -2.620 -1.798
H -3.438 1.222 3.598
H 1.614 -2.526 3.731
H -1.612 1.811 -4.012
H 0.944 2.272 4.748
H 0.310 3.558 3.680
H -2.724 2.008 5.494
H 4.363 -4.997 1.514
H -2.491 3.560 4.642
H -1.189 0.466 -8.057
H 3.411 -4.223 3.675
H 3.555 -4.071 -0.603
H 0.340 -1.321 -7.309
H -2.943 0.382 2.197
```

As for the total charge: 0. Its total energy is -130099.6466 eV. For the gap between HOMO and LUMO (alpha / beta), the calculation gives 5.0 / 5.0 eV. The multiplicity is 2. Its expectation value of S² is 0.784. For the LUMO energy (alpha / beta), the calculation gives -2.86 / -2.74 eV. As for the largest force on an atom: 1.284 eV/A. For the highest occupied orbital energy (alpha / beta), the calculation gives -7.8 / -7.8 eV. The relative energy (zero: lowest compared OMol25 entry of this formula, charge and spin) comes out at 52.7 kcal/mol.

natural (NBO) atomic charge list, values in e, 4 entries:
1. Pd 0.8411
2. Ge 0.8855
3. Cl -0.5387
4. Cl -0.6031

***

No. 3
Computed, not measured: a gas-phase ion, C8H22N7 (charge +1) at a distorted geometry, with ωB97M-V/def2-TZVPD.

The geometry in XYZ format:
```
37
Properties=species:S:1:pos:R:3
N 1.570 0.417 -0.343
N -0.596 -0.356 -0.507
N -2.191 0.975 0.738
N -1.370 2.156 0.804
N -0.669 1.765 -0.354
N -1.559 0.659 -0.538
N 0.397 0.478 0.176
C 3.916 0.185 0.215
C 2.668 1.045 0.381
C -0.911 -1.584 0.205
C -2.448 0.548 -1.863
C 0.226 -2.591 0.025
C 2.882 2.468 -0.121
C -0.157 -3.939 0.618
C -3.612 1.111 0.852
H 2.359 1.061 1.430
H -3.812 1.293 1.907
H 1.123 -2.213 0.517
H -1.862 3.047 0.681
H 0.660 -4.642 0.501
H 1.960 3.039 -0.045
H -1.081 -1.382 1.267
H 0.441 -2.699 -1.041
H -1.823 -1.986 -0.240
H -4.077 0.166 0.578
H -0.377 -3.844 1.677
H -1.746 0.641 -2.684
H 3.753 -0.818 0.599
H -1.032 -4.346 0.121
H 4.740 0.628 0.766
H -2.922 -0.425 -1.847
H -3.166 1.359 -1.860
H -4.033 1.930 0.258
H 1.692 0.316 -1.351
H 4.202 0.119 -0.832
H 3.646 2.958 0.473
H 3.207 2.462 -1.160
```

As for the total charge: +1. Its total energy is -19069.2064 eV. For the gap between HOMO and LUMO, the calculation gives 9.7 eV. Its SMILES is CCCN1N(NC(C)C)N2NN(C)[N@+]12C. For the LUMO energy, the calculation gives -2.27 eV. As for the largest force on an atom: 3.257 eV/A. For the highest occupied orbital energy, the calculation gives -12.0 eV. The relative energy (zero: lowest compared OMol25 entry of this formula, charge and spin) comes out at 26.9 kcal/mol.

natural (NBO) atomic charge list, values in e, 4 entries:
1. N -0.3594
2. N -0.1462
3. N -0.1186
4. N -0.3021